{"formula": "C4H13NOS", "method": "ωB97M-V with the def2-TZVPD basis set", "orbital_gap_ev": 7.6, "de_lowest_kcal_mol": 89.3, "energy_ev": -18728.139, "e_homo_ha": -0.2843, "smiles": "CSCCCN.O", "species": ["C", "S", "C", "C", "C", "N", "H", "H", "H", "H", "H", "H", "H", "H", "H", "H", "H", "O", "H", "H"], "positions_angstrom": [[3.428, -0.275, 0.184], [1.686, -0.225, 0.816], [-0.148, 0.200, 1.195], [-1.172, -0.599, 0.356], [-0.550, -1.360, -0.834], [-0.036, -0.464, -1.844], [4.086, 0.239, 0.861], [3.409, 0.260, -0.766], [3.718, -1.322, 0.113], [-0.148, 1.225, 0.815], [-0.257, 0.307, 2.266], [-1.830, 0.125, -0.092], [-1.725, -1.167, 1.100], [0.216, -1.988, -0.399], [-1.353, -1.929, -1.314], [0.901, -0.155, -1.709], [-0.467, -0.470, -2.747], [-2.980, 2.457, 0.877], [-3.787, 1.930, 0.838], [-2.992, 3.209, 0.284]], "atomic_forces_ev_per_a": [[-0.4, 1.4, -1.1], [0.2, -2.7, 2.4], [0.1, 2.9, -2.5], [1.0, 0.2, 0.7], [-0.8, 0.2, 0.2], [-0.5, 0.0, 0.7], [0.0, 0.2, 0.4], [0.5, -0.4, -0.1], [-0.4, 0.1, -0.1], [-0.4, -0.1, 0.3], [0.3, -0.8, 0.1], [-0.4, 0.5, 0.1], [-0.2, -0.7, -0.4], [0.2, -0.5, -0.4], [0.2, -0.3, 0.3], [0.3, 0.1, -0.4], [0.4, 0.0, -0.1], [0.5, -0.4, 0.6], [0.1, 0.6, -0.4], [-0.5, -0.2, -0.2]]}

=====

{"formula": "C4H13NOS", "method": "ωB97M-V with the def2-TZVPD basis set", "orbital_gap_ev": 9.8, "de_lowest_kcal_mol": 23.8, "energy_ev": -18730.977, "e_homo_ha": -0.3351, "smiles": "NCCCCS.O", "species": ["N", "C", "C", "C", "C", "S", "H", "H", "H", "H", "H", "H", "H", "H", "H", "H", "H", "O", "H", "H"], "positions_angstrom": [[0.014, 2.076, 0.225], [-0.859, 0.942, 0.557], [-0.263, -0.105, 1.536], [0.891, -0.886, 0.844], [0.522, -1.845, -0.288], [-0.276, -3.314, 0.465], [-0.037, 2.740, 0.982], [0.901, 1.633, 0.051], [-1.078, 0.448, -0.395], [-1.905, 1.118, 0.794], [-1.117, -0.663, 1.908], [0.215, 0.342, 2.412], [1.616, -0.189, 0.377], [1.464, -1.416, 1.630], [-0.099, -1.276, -0.987], [1.392, -2.315, -0.746], [-1.513, -2.902, 0.201], [0.327, 2.015, -3.479], [-0.088, 2.452, -2.720], [-0.107, 1.145, -3.366]], "atomic_forces_ev_per_a": [[-1.8, -0.6, 0.0], [0.0, -1.0, -0.6], [0.5, 0.6, -1.0], [0.6, -0.1, 0.3], [-0.1, -0.2, 1.3], [-0.5, 0.1, -0.5], [0.8, 0.1, 0.0], [0.6, 0.8, 0.3], [0.5, -0.4, -0.1], [0.1, 1.2, 0.7], [0.3, -0.8, 0.0], [-0.3, 0.4, -0.1], [-0.3, 0.1, 0.5], [-0.2, 0.1, -0.5], [0.1, -0.8, -0.2], [0.1, 0.7, -0.3], [-0.3, -0.2, 0.1], [-0.9, -0.8, 0.7], [0.4, 0.5, -0.1], [0.6, 0.4, -0.5]]}

=====

{"formula": "C4H13NOS", "method": "ωB97M-V with the def2-TZVPD basis set", "orbital_gap_ev": 9.2, "de_lowest_kcal_mol": 9.2, "energy_ev": -18731.614, "e_homo_ha": -0.3067, "smiles": "CSCCCN.O", "species": ["C", "S", "C", "C", "C", "N", "H", "H", "H", "H", "H", "H", "H", "H", "H", "H", "H", "O", "H", "H"], "positions_angstrom": [[2.266, 1.389, -0.769], [1.209, 2.390, 0.304], [-0.215, 1.322, 0.739], [-0.720, 0.494, -0.442], [-1.842, -0.451, -0.057], [-1.346, -1.483, 0.845], [2.178, 0.319, -0.601], [2.135, 1.645, -1.805], [3.292, 1.618, -0.471], [-0.042, 0.797, 1.676], [-0.981, 2.078, 0.917], [-1.026, 1.209, -1.199], [0.111, -0.110, -0.799], [-2.264, -0.886, -0.959], [-2.649, 0.110, 0.428], [-1.066, -1.066, 1.728], [-1.979, -2.241, 1.029], [1.336, -2.204, -0.178], [0.538, -1.970, 0.337], [1.065, -2.959, -0.725]], "atomic_forces_ev_per_a": [[0.6, -0.1, 0.8], [-0.2, -0.2, 0.2], [-0.2, 0.8, -0.6], [0.6, -0.2, 0.7], [-0.4, 0.4, 0.2], [0.8, 0.0, 0.1], [-0.3, -0.1, 0.0], [-0.2, 0.0, -0.4], [-0.1, 0.2, -0.2], [0.2, -0.3, -0.1], [-0.1, 0.0, 0.4], [-0.1, -0.1, -0.3], [-0.1, 0.0, -0.4], [0.0, -0.3, 0.0], [-0.1, 0.2, -0.2], [-0.2, -0.2, 0.0], [-0.3, 0.0, 0.0], [0.0, -0.2, -0.1], [-0.1, -0.2, -0.3], [0.1, 0.4, 0.3]]}

=====

{"formula": "C4H13NOS", "method": "ωB97M-V with the def2-TZVPD basis set", "orbital_gap_ev": 9.0, "de_lowest_kcal_mol": 35.1, "energy_ev": -18730.490, "e_homo_ha": -0.3067, "smiles": "CNCCCS.O", "species": ["C", "N", "C", "C", "C", "S", "H", "H", "H", "H", "H", "H", "H", "H", "H", "H", "H", "O", "H", "H"], "positions_angstrom": [[1.135, -0.826, -1.510], [0.844, -0.505, -0.118], [-0.328, 0.432, -0.043], [-0.464, 0.890, 1.443], [0.872, 0.974, 2.196], [1.971, 2.198, 1.091], [1.820, -0.074, -1.929], [1.354, -1.848, -1.798], [0.235, -0.675, -2.147], [0.666, -1.336, 0.432], [-0.044, 1.233, -0.710], [-1.236, -0.106, -0.361], [-1.119, 1.739, 1.562], [-0.986, 0.010, 1.917], [0.838, 1.573, 3.088], [1.416, 0.047, 2.223], [2.899, 1.290, 0.736], [-3.097, -1.396, -1.880], [-3.922, -1.297, -2.339], [-2.854, -2.324, -1.851]], "atomic_forces_ev_per_a": [[-1.3, 1.0, -1.2], [-0.6, -0.1, -0.2], [1.3, -1.0, 1.2], [-0.1, -2.6, 0.2], [0.5, 2.6, -2.7], [-0.3, -0.9, 1.0], [0.4, -0.6, 0.2], [0.8, -0.2, 0.7], [0.0, 0.1, 0.3], [-0.2, -0.1, -0.1], [-0.4, 0.4, -0.1], [0.1, 0.6, -0.1], [0.1, 0.4, 0.0], [0.1, 0.8, -0.1], [-0.2, -0.5, 0.7], [0.0, -0.1, 0.3], [-0.2, 0.1, 0.0], [0.8, 0.3, 0.5], [-0.5, -0.3, -0.3], [-0.3, -0.1, -0.2]]}

=====

{"formula": "C4H13NOS", "method": "ωB97M-V with the def2-TZVPD basis set", "orbital_gap_ev": [9.7, 4.7], "de_lowest_kcal_mol": 19.8, "spin_multiplicity": 2, "energy_ev": -18722.802, "e_homo_ha": [-0.4744, -0.4742], "s2": 0.75, "charge": 1, "species": ["C", "C", "C", "S", "C", "N", "H", "H", "H", "H", "H", "H", "H", "H", "H", "H", "H", "H", "H", "O"], "positions_angstrom": [[2.143, -1.080, 1.143], [0.650, -0.743, 1.257], [0.141, -0.243, -0.084], [-1.771, -0.139, 0.019], [-2.098, 1.187, 1.184], [2.320, -2.083, 0.069], [2.553, -1.369, 2.112], [2.760, -0.231, 0.834], [0.518, -0.045, 2.080], [0.067, -1.671, 1.373], [0.415, -0.940, -0.881], [0.471, 0.726, -0.482], [-1.180, 1.553, 1.628], [-2.576, 2.040, 0.681], [-2.762, 0.826, 1.976], [1.599, -2.796, 0.059], [3.199, -2.569, 0.193], [0.434, 2.210, -3.898], [-0.648, 2.707, -3.127], [0.321, 2.664, -3.029]], "atomic_forces_ev_per_a": [[0.2, -0.6, -0.9], [0.3, -0.2, -0.4], [-1.0, 0.8, -0.6], [1.3, 0.2, -0.1], [0.3, 0.2, 0.1], [0.0, 0.2, 0.3], [-0.3, -0.3, 0.1], [-0.4, 0.3, 0.1], [-0.3, 0.0, 0.0], [0.4, 0.1, 0.8], [-0.6, -0.2, 0.1], [-0.1, 0.2, 0.6], [0.2, -0.1, 0.0], [-0.1, -0.4, -0.2], [-0.1, -0.1, -0.3], [0.0, 0.0, 0.3], [0.1, 0.0, -0.2], [0.9, 0.4, 0.8], [0.2, 0.6, 0.7], [-1.1, -1.0, -1.5]]}

=====

{"formula": "C4H13NS", "method": "ωB97M-V with the def2-TZVPD basis set", "orbital_gap_ev": 9.9, "de_lowest_kcal_mol": 9.7, "energy_ev": -16683.669, "e_homo_ha": -0.3299, "smiles": "CCN.CCS", "species": ["C", "C", "N", "H", "H", "H", "H", "H", "H", "H", "C", "C", "S", "H", "H", "H", "H", "H", "H"], "positions_angstrom": [[-3.056, 0.181, -0.487], [-1.929, -0.725, -1.030], [-1.079, -1.273, -0.004], [-2.551, 0.662, 0.355], [-3.479, 0.931, -1.156], [-3.919, -0.345, -0.059], [-2.302, -1.519, -1.702], [-1.320, -0.199, -1.767], [-1.577, -1.787, 0.715], [-0.543, -0.556, 0.487], [2.235, -1.217, 0.666], [1.963, 0.014, -0.202], [0.972, 1.473, 0.385], [1.351, -1.772, 0.958], [2.781, -0.924, 1.565], [2.839, -1.898, 0.062], [1.394, -0.336, -1.070], [2.937, 0.315, -0.596], [1.207, 1.526, 1.711]], "atomic_forces_ev_per_a": [[0.4, -0.1, 0.6], [-0.9, -0.1, -1.1], [0.6, -0.4, 0.4], [-0.4, 0.5, -0.1], [0.3, 0.0, -0.2], [0.3, -0.3, -0.1], [-0.2, -0.1, 0.7], [0.3, 0.5, 0.4], [-0.2, 0.0, -0.3], [-0.4, 0.0, -0.3], [-0.1, 0.5, 0.3], [0.1, -0.4, -0.4], [0.3, -0.5, -0.1], [-0.3, 0.1, 0.0], [0.1, -0.2, 0.0], [0.1, 0.1, 0.2], [-0.1, 0.2, 0.1], [-0.2, 0.5, 0.2], [0.3, -0.3, -0.2]]}

=====

{"formula": "C4H13NS", "method": "ωB97M-V with the def2-TZVPD basis set", "orbital_gap_ev": 9.4, "de_lowest_kcal_mol": 22.5, "energy_ev": -16683.116, "e_homo_ha": -0.3095, "smiles": "CNC.CSC", "species": ["C", "N", "C", "H", "H", "H", "H", "H", "H", "H", "C", "S", "C", "H", "H", "H", "H", "H", "H"], "positions_angstrom": [[2.152, 3.086, 2.321], [1.169, 2.100, 1.949], [0.307, 2.493, 0.820], [1.969, 4.162, 2.167], [2.353, 3.072, 3.390], [3.125, 2.900, 1.857], [0.576, 1.884, 2.737], [0.650, 1.914, -0.037], [0.343, 3.543, 0.531], [-0.730, 2.249, 1.038], [0.087, -1.943, -0.160], [-1.486, -2.169, -1.081], [-0.999, -1.773, -2.774], [0.277, -2.924, 0.268], [0.008, -1.182, 0.611], [0.920, -1.689, -0.811], [-1.212, -0.748, -3.053], [0.035, -2.068, -2.953], [-1.518, -2.460, -3.446]], "atomic_forces_ev_per_a": [[1.2, 0.5, 0.6], [-0.8, 0.8, 0.0], [0.4, -0.7, -0.1], [-0.7, -0.3, -0.5], [0.0, -0.4, 0.2], [-0.1, -0.1, -0.2], [0.1, 0.1, 0.0], [-0.3, 0.1, -0.3], [0.2, 0.2, 0.3], [0.0, -0.1, -0.1], [-0.3, -0.4, -0.2], [0.4, 0.3, 0.1], [0.1, -0.8, -0.3], [0.3, 0.1, 0.3], [-0.1, 0.0, 0.0], [-0.1, 0.0, -0.2], [0.2, 0.1, 0.0], [0.2, 0.5, 0.2], [-0.4, 0.2, 0.1]]}

=====

{"formula": "C4H14CaNO", "method": "ωB97M-V with the def2-TZVPD basis set", "orbital_gap_ev": [3.2, 4.1], "energy_ev": -26346.071, "e_homo_ha": [0.0046, -0.0252], "charge": -1, "species": ["C", "Ca", "N", "H", "H", "H", "H", "H", "H", "H", "H", "C", "C", "C", "O", "H", "H", "H", "H", "H", "H"], "positions_angstrom": [[-0.650, 1.005, -2.894], [-1.112, -0.236, -1.168], [0.615, -1.373, -1.866], [-0.492, 1.576, -0.732], [0.036, 1.065, -1.593], [-1.445, 1.768, -2.820], [-1.126, 0.034, -3.280], [0.173, 1.259, -3.579], [0.709, -2.266, -1.382], [1.369, -0.732, -1.494], [0.756, -1.495, -2.864], [1.162, -0.728, 2.754], [0.195, -0.147, 1.758], [-0.942, 0.667, 2.309], [0.290, -0.380, 0.518], [0.809, -0.528, 3.784], [2.171, -0.307, 2.621], [1.246, -1.814, 2.602], [-1.022, 1.629, 1.778], [-1.900, 0.146, 2.155], [-0.842, 0.856, 3.393]], "atomic_forces_ev_per_a": [[1.5, -0.8, -2.2], [-4.0, -2.1, 3.4], [2.7, -0.4, -0.5], [1.2, 0.5, 0.6], [-1.3, 3.2, -1.2], [0.5, -0.1, 0.1], [0.5, 1.1, -0.3], [-0.6, 0.3, -0.2], [0.1, 0.2, -0.2], [-1.0, -1.0, -0.4], [0.1, -0.2, 0.1], [-0.3, 0.1, -0.2], [0.1, 1.0, 3.0], [0.3, 0.1, -0.1], [0.2, -1.3, -1.2], [0.3, -0.2, -0.4], [0.1, -0.1, 0.2], [0.1, -0.2, 0.1], [-0.1, -0.1, 0.2], [-0.4, -0.1, -0.1], [0.0, 0.0, -0.5]]}